The following is a DFT calculation (wB97M-V/def2-TZVPD) of 6 unconnected molecules or ions with the total composition C23H46NO8P at a distorted geometry.

Last column: Löwdin charge in e.
Element x y z (Å)
C: 0.96 0.92 0.94  -0.031
C: 0.79 -0.09 1.93  -0.131
O: 1.06 -1.49 1.77  -0.012
C: 0.93 -1.91 0.43  -0.506
O: -0.09 -1.85 -0.26  0.095
N: 2.14 -2.54 -0.16  -0.065
P: 2.99 -1.44 -1.22  0.737
O: 4.50 -1.78 -1.08  -0.484
H: 0.38 0.99 -0.03  0.082
H: 1.73 1.75 1.15  0.075
H: 0.41 0.23 2.96  0.141
H: 2.76 -2.88 0.60  0.111
H: 2.60 -1.74 -2.58  0.032
H: 2.82 -0.06 -0.90  0.022
C: -3.02 -1.72 1.48  -0.179
C: -4.29 -1.94 2.27  -0.182
C: -4.39 -0.65 3.07  -0.205
O: -3.78 0.37 2.27  -0.140
C: -3.08 -0.24 1.18  -0.200
H: -2.96 -2.34 0.58  0.108
H: -2.15 -1.94 2.10  0.111
H: -5.15 -2.02 1.59  0.113
H: -4.27 -2.83 2.90  0.112
H: -3.82 -0.73 4.01  0.114
H: -5.42 -0.38 3.30  0.116
H: -3.66 -0.04 0.26  0.121
H: -2.09 0.21 1.07  0.096
C: 1.21 6.07 0.94  -0.176
C: -0.14 5.44 1.18  -0.168
C: -0.24 4.46 0.03  -0.197
O: 1.10 4.04 -0.28  -0.165
C: 2.02 4.89 0.42  -0.209
H: 1.65 6.52 1.84  0.114
H: 1.14 6.84 0.17  0.114
H: -0.14 4.90 2.13  0.116
H: -0.96 6.16 1.20  0.117
H: -0.65 4.94 -0.87  0.098
H: -0.85 3.59 0.27  0.113
H: 2.46 4.32 1.24  0.110
H: 2.82 5.20 -0.26  0.117
C: -4.78 -6.84 0.20  -0.179
C: -6.05 -7.05 1.00  -0.180
C: -6.14 -5.76 1.79  -0.204
O: -5.54 -4.74 1.00  -0.154
C: -4.84 -5.35 -0.09  -0.202
H: -4.71 -7.45 -0.70  0.114
H: -3.91 -7.06 0.83  0.117
H: -6.90 -7.13 0.31  0.116
H: -6.03 -7.94 1.62  0.114
H: -5.58 -5.84 2.73  0.117
H: -7.17 -5.49 2.02  0.118
H: -5.41 -5.15 -1.01  0.119
H: -3.85 -4.90 -0.20  0.113
C: -0.93 7.83 -4.90  -0.180
C: -0.36 6.43 -4.88  -0.177
C: -0.75 5.95 -3.50  -0.217
O: -1.97 6.61 -3.16  -0.141
C: -2.21 7.66 -4.11  -0.206
H: -1.10 8.22 -5.90  0.114
H: -0.25 8.51 -4.37  0.115
H: -0.86 5.82 -5.64  0.116
H: 0.72 6.39 -5.06  0.115
H: 0.00 6.23 -2.75  0.110
H: -0.89 4.87 -3.45  0.120
H: -3.04 7.35 -4.75  0.117
H: -2.50 8.57 -3.58  0.117
C: 7.84 -3.05 0.10  -0.176
C: 8.39 -4.46 0.12  -0.182
C: 8.00 -4.93 1.50  -0.213
O: 6.79 -4.25 1.85  -0.147
C: 6.56 -3.20 0.90  -0.220
H: 7.68 -2.66 -0.90  0.114
H: 8.53 -2.38 0.62  0.115
H: 7.88 -5.06 -0.64  0.115
H: 9.47 -4.52 -0.06  0.111
H: 8.76 -4.66 2.25  0.115
H: 7.84 -6.01 1.55  0.114
H: 5.73 -3.50 0.25  0.092
H: 6.28 -2.28 1.42  0.116

Calculated values
- Total energy: -1901.788413 hartree
- E_LUMO: -0.014 hartree
- Structure (SMILES): C=COC(=O)N[PH2]=O.C1CCOC1.C1CCOC1.C1CCOC1.C1CCOC1.C1CCOC1
- Relative energy (zero: lowest compared OMol25 entry of this formula, charge and spin): 101.9 kcal/mol
- Orbital gap: 8.3 eV

The following is a DFT calculation (wB97M-V/def2-TZVPD) of C6H6O3 in the gas phase at a distorted geometry.

Last column: Löwdin charge in e.
Element x y z (Å)
C: -1.02 -1.75 1.34  -0.016
C: -0.29 -0.78 0.43  -0.206
C: 0.38 0.42 0.74  -0.008
C: 0.84 1.23 -0.24  -0.413
C: 0.44 1.16 -1.61  0.057
C: -0.25 0.02 -2.00  -0.435
H: -0.85 -1.41 2.35  0.055
H: -2.11 -1.87 1.21  0.091
H: -0.31 -2.79 1.23  0.165
H: 0.40 0.89 1.87  0.189
H: 2.05 1.88 1.03  0.156
H: 0.37 2.03 -2.48  0.197
O: 1.59 2.15 0.20  0.110
O: -0.87 -0.14 -3.09  0.025
O: -0.37 -1.04 -0.99  0.031

Calculated values
- Total energy: -457.855022 hartree
- E_LUMO: -0.003 hartree
- Structure (SMILES): Cc1cc(O)cc(=O)o1
- Relative energy (zero: lowest compared OMol25 entry of this formula, charge and spin): 51.5 kcal/mol
- Orbital gap: 8.5 eV

The following is a DFT calculation (wB97M-V/def2-TZVPD) of 13 unconnected molecules or ions with the total composition C20H22Cl36FN3O2S at a distorted geometry.

Last column: Löwdin charge in e.
Element x y z (Å)
C: -0.42 -0.98 1.38  -0.072
C: -0.71 0.10 0.17  -0.278
N: -0.33 -0.15 -1.15  0.089
C: -1.44 1.54 0.56  -0.167
N: -2.73 1.74 -0.20  -0.200
C: -3.79 0.70 0.16  -0.184
C: -4.57 0.82 1.59  0.037
C: -5.68 -0.37 1.71  -0.024
C: -5.85 -1.43 0.52  -0.138
N: -5.13 -1.60 -0.78  0.009
C: -4.14 -0.49 -0.84  -0.036
S: -3.38 3.32 0.16  0.873
O: -4.88 3.46 -0.31  -0.319
O: -2.58 4.35 -0.72  -0.343
F: -3.16 3.77 1.80  -0.248
H: -1.19 -0.81 2.24  0.084
H: 0.70 -0.85 1.72  0.099
H: -0.65 -2.06 0.93  0.083
H: 0.11 -1.11 -1.10  0.054
H: -1.53 1.70 1.73  0.131
H: -0.68 2.38 0.19  0.148
H: -4.44 1.63 2.42  0.108
H: -6.37 -0.43 2.67  0.019
H: -6.72 -2.24 0.68  0.014
H: -3.51 -0.48 -1.86  0.128
C: 2.29 1.85 -3.11  -1.523
Cl: 3.10 2.55 -1.70  0.503
Cl: 1.78 3.13 -4.23  0.522
Cl: 3.35 0.70 -3.93  0.466
H: 1.40 1.32 -2.77  -0.011
C: -7.25 -4.85 -1.04  -1.488
Cl: -7.72 -4.16 -2.60  0.529
Cl: -5.49 -4.75 -0.83  0.502
Cl: -8.08 -4.03 0.28  0.538
H: -7.53 -5.91 -1.03  0.020
C: -10.16 -5.58 3.67  -1.533
Cl: -10.37 -6.68 2.29  0.514
Cl: -8.53 -5.74 4.35  0.511
Cl: -10.47 -3.91 3.18  0.495
H: -10.89 -5.86 4.44  0.019
C: 7.28 -0.28 -3.61  -1.524
Cl: 6.14 -1.41 -4.36  0.507
Cl: 6.41 0.97 -2.71  0.496
Cl: 8.40 -1.14 -2.55  0.461
H: 7.85 0.21 -4.41  0.011
C: -9.39 -0.57 5.61  -1.558
Cl: -9.37 -2.13 6.45  0.499
Cl: -8.87 0.73 6.69  0.506
Cl: -8.37 -0.63 4.16  0.542
H: -10.42 -0.37 5.29  0.001
C: 11.76 1.64 -2.91  -1.515
Cl: 12.36 2.52 -4.33  0.503
Cl: 9.99 1.74 -2.82  0.515
Cl: 12.29 -0.05 -2.95  0.518
H: 12.18 2.11 -2.01  0.022
C: 9.31 -4.76 -0.21  -1.527
Cl: 7.72 -4.31 0.43  0.518
Cl: 9.82 -3.60 -1.46  0.485
Cl: 10.51 -4.85 1.09  0.515
H: 9.22 -5.74 -0.67  0.019
C: -2.75 -5.37 2.27  -1.524
Cl: -3.63 -4.02 1.53  0.487
Cl: -2.45 -6.65 1.08  0.520
Cl: -1.22 -4.81 2.97  0.512
H: -3.37 -5.78 3.07  0.021
C: 12.26 6.87 -4.39  -1.551
Cl: 10.99 5.64 -4.51  0.502
Cl: 13.36 6.51 -3.05  0.507
Cl: 13.17 6.97 -5.92  0.524
H: 11.79 7.84 -4.21  -0.057
C: 1.49 -1.92 -6.66  -1.532
Cl: 1.17 -3.29 -7.74  0.517
Cl: 0.43 -1.98 -5.24  0.508
Cl: 3.19 -1.91 -6.16  0.480
H: 1.28 -1.00 -7.20  0.021
C: 11.98 9.37 -0.82  -1.533
Cl: 10.96 10.46 0.13  0.525
Cl: 11.86 9.77 -2.55  0.547
Cl: 13.66 9.45 -0.28  0.518
H: 11.62 8.35 -0.68  0.017
C: -12.68 0.91 8.63  -1.512
Cl: -11.87 1.61 10.04  0.524
Cl: -13.19 2.19 7.51  0.522
Cl: -11.62 -0.25 7.81  0.513
H: -13.57 0.38 8.97  0.019

Calculated values
- Total energy: -18154.542575 hartree
- E_LUMO: -0.036 hartree
- Orbital gap: 8.4 eV

The following is a DFT calculation (wB97M-V/def2-TZVPD) of 2 unconnected molecules or ions with the total composition C2H6NO2 at a distorted geometry.

Last column: Löwdin charge in e.
Element x y z (Å)
C: 1.22 -0.19 -0.02  -0.409
C: 0.29 -1.23 -0.29  0.050
N: -0.14 1.38 0.17  0.160
O: 2.25 0.26 -0.67  0.227
O: 2.20 0.09 0.76  0.230
H: -0.74 -1.11 -0.15  0.086
H: 0.49 -2.15 0.32  0.153
H: 0.38 -1.59 -1.29  0.120
H: -1.05 0.96 -0.14  0.113
H: 0.11 2.22 -0.35  0.114
H: -0.14 1.51 1.24  0.155

Calculated values
- Total energy: -284.598585 hartree
- E_LUMO: -0.173 hartree
- Relative energy (zero: lowest compared OMol25 entry of this formula, charge and spin): 128.8 kcal/mol
- Orbital gap: 12.4 eV
- Total charge: +1

The following is a DFT calculation (wB97M-V/def2-TZVPD) of C3H4O3 in the gas phase.

Last column: Löwdin charge in e.
Element x y z (Å)
O: -1.34 1.46 -1.28  0.138
C: -0.60 0.74 -0.68  -0.454
C: -0.58 0.45 0.80  -0.084
O: 0.47 -0.46 1.00  -0.069
C: 0.96 -0.86 -0.26  -0.168
O: 0.34 -0.05 -1.25  0.072
H: -1.56 0.02 1.03  0.141
H: -0.42 1.35 1.41  0.144
H: 0.70 -1.92 -0.45  0.139
H: 2.04 -0.72 -0.32  0.140

Calculated values
- Total energy: -342.423650 hartree
- E_LUMO: 0.028 hartree
- Structure (SMILES): O=C1COCO1
- Relative energy (zero: lowest compared OMol25 entry of this formula, charge and spin): 20.3 kcal/mol
- Orbital gap: 11.4 eV

The following is a DFT calculation (wB97M-V/def2-TZVPD) of 2 unconnected molecules or ions with the total composition C24H26O5 at a distorted geometry.

Last column: Löwdin charge in e.
Element x y z (Å)
C: 4.04 -1.38 1.57  -0.068
C: 2.93 -0.50 2.11  -0.279
O: 2.46 0.42 1.16  -0.040
C: 1.37 1.09 1.66  -0.487
C: 0.77 2.05 0.77  -0.141
C: -0.33 2.90 1.06  -0.477
O: -0.96 2.99 2.11  -0.006
C: -0.64 3.74 -0.16  -0.134
C: 0.52 3.52 -1.15  -0.190
C: 1.26 2.28 -0.62  -0.203
O: 0.94 0.88 2.79  0.041
H: 4.43 -2.06 2.33  0.075
H: 3.68 -1.98 0.73  0.076
H: 4.86 -0.78 1.20  0.042
H: 2.07 -1.09 2.45  0.125
H: 3.27 0.09 2.98  0.119
H: -1.60 3.42 -0.58  0.113
H: -0.76 4.79 0.13  0.096
H: 0.16 3.38 -2.18  0.096
H: 1.18 4.39 -1.16  0.084
H: 2.35 2.41 -0.62  0.083
H: 1.04 1.40 -1.23  0.104
C: 2.75 11.04 3.57  -0.083
O: 1.84 10.11 3.04  -0.049
C: 2.37 8.86 2.79  -0.196
C: 1.55 7.91 2.15  0.035
C: 2.02 6.67 1.82  0.035
C: 3.36 6.30 2.11  -0.180
C: 3.82 5.03 1.69  0.146
C: 5.16 4.58 1.58  -0.171
C: 5.38 3.20 1.37  0.082
C: 6.65 2.71 1.32  -0.132
C: 7.77 3.56 1.45  -0.145
O: 8.98 2.87 1.38  0.014
C: 8.68 1.48 1.25  -0.129
C: 7.15 1.32 1.13  -0.079
C: 7.57 4.93 1.60  0.032
C: 6.29 5.43 1.64  0.000
C: 4.15 7.22 2.83  -0.002
C: 3.68 8.47 3.14  0.002
H: 2.27 12.01 3.64  0.102
H: 3.06 10.72 4.57  0.099
H: 3.62 11.12 2.91  0.098
H: 0.55 8.20 1.90  0.131
H: 1.39 5.97 1.31  0.125
H: 3.06 4.32 1.41  0.132
H: 4.54 2.53 1.26  0.132
H: 9.22 1.09 0.37  0.131
H: 9.07 0.98 2.14  0.129
H: 6.74 0.64 1.88  0.125
H: 6.86 0.95 0.14  0.133
H: 8.42 5.59 1.68  0.124
H: 6.15 6.49 1.64  0.109
H: 5.11 6.92 3.19  0.112
H: 4.32 9.15 3.66  0.106

Calculated values
- Total energy: -1306.201093 hartree
- E_LUMO: -0.112 hartree
- Relative energy (zero: lowest compared OMol25 entry of this formula, charge and spin): 27.4 kcal/mol
- Orbital gap: 2.3 eV